The following is a quantum chemistry calculation of a structure of composition C23H23AsBrFN2O3Pd, from OMol25.

Summary:
- ΔE to the lowest compared entry with this formula, charge and spin (kcal/mol) = 51.70
- HOMO level (eV) = -0.1

Structure (ORCA input):
```
! RIJCOSX wB97M-V def2-TZVPD def2/J DEFGRID3
* xyz -2 1
Pd -0.055 0.866 0.595
N 1.914 -0.952 1.357
C 1.692 0.236 2.032
N 1.399 0.047 3.315
C 1.302 -1.318 3.446
C 0.960 -2.091 4.559
C 0.962 -3.475 4.438
C 1.283 -4.102 3.223
C 1.614 -3.350 2.102
C 1.627 -1.965 2.239
H 2.273 -1.027 0.405
H 2.112 1.157 1.653
H 0.690 -1.605 5.490
H 0.693 -4.087 5.292
H 1.259 -5.183 3.154
H 1.843 -3.822 1.155
C -3.889 -0.912 -1.276
As -2.203 -0.285 -0.425
C -2.428 1.510 -1.182
C -1.058 -1.288 -1.630
O -2.440 -0.997 1.074
H -3.914 -0.725 -2.357
H -4.719 -0.389 -0.796
H -3.986 -1.979 -1.072
H -2.938 1.388 -2.146
H -1.457 1.983 -1.277
H -3.035 2.085 -0.484
H -1.207 -0.942 -2.655
H -1.378 -2.323 -1.530
H -0.015 -1.185 -1.350
F -2.969 4.787 4.600
C -2.382 3.916 3.707
C -3.031 2.753 3.365
C -2.415 1.879 2.455
C -1.160 2.125 1.859
C -0.572 3.335 2.273
C -1.150 4.229 3.183
H -3.991 2.521 3.817
H -2.916 0.942 2.244
H 0.404 3.608 1.877
H -0.653 5.146 3.482
Br 4.538 -1.799 -6.492
C 3.297 -0.734 -5.505
C 2.474 0.133 -6.199
C 1.581 0.911 -5.475
C 1.522 0.813 -4.087
C 2.352 -0.067 -3.412
C 3.250 -0.851 -4.124
C 2.270 -0.173 -1.882
O 2.997 -1.040 -1.348
O 1.476 0.625 -1.341
H 2.528 0.195 -7.278
H 0.928 1.598 -5.999
H 0.837 1.409 -3.495
H 3.887 -1.532 -3.574
*
```

***

The following is a quantum chemistry calculation of a cluster of 2 separate species, C6H18N3 in total at a distorted geometry, from OMol25.

Summary:
- ΔE to the lowest compared entry with this formula, charge and spin (kcal/mol) = 27.77
- HOMO level (eV) = -13.9

Structure (ORCA input):
```
! RIJCOSX wB97M-V def2-TZVPD def2/J DEFGRID3
* xyz 1 1
C -0.616 1.441 0.710
C -0.010 2.460 1.655
C -1.077 -0.567 2.134
N -0.401 -0.019 1.160
N -2.307 -0.158 2.469
N -0.487 -1.585 2.832
H -1.703 1.549 0.576
H -0.314 1.308 -0.320
H 0.726 3.101 1.176
H 0.489 1.877 2.451
H 0.501 -0.340 0.845
H -2.521 0.828 2.518
H -2.784 -0.617 3.231
H 0.156 -2.181 2.319
H -1.097 -2.271 3.267
H -0.759 3.142 2.082
C 1.105 -0.214 -2.318
C 0.265 -0.524 -3.558
C 1.995 -1.403 -1.975
H 1.720 0.697 -2.485
H 0.505 0.143 -1.478
H 0.764 -0.868 -4.450
H 1.435 -2.343 -2.023
H 2.865 -1.544 -2.607
H -0.136 0.448 -3.846
H -0.703 -1.041 -3.412
H 2.391 -1.320 -0.954
*
```

***

The following is a quantum chemistry calculation of a structure of composition C23H48N2O2P2W at a distorted geometry, from OMol25.

Summary:
- ΔE to the lowest compared entry with this formula, charge and spin (kcal/mol) = 0.00
- HOMO level (spin up / spin down) (eV) = -20.6 / -20.6

Structure (ORCA input):
```
! RIJCOSX wB97M-V def2-TZVPD def2/J DEFGRID3
* xyz 4 3
W 2.387 1.610 0.376
C 1.032 0.572 -0.691
O 0.311 -0.125 -1.342
C 2.787 3.411 -0.335
O 3.039 4.480 -0.750
P -3.174 0.436 -1.536
C -4.137 1.434 -0.316
H -4.883 1.970 -0.937
C -2.216 1.645 -2.497
H -1.490 2.017 -1.758
C -3.987 -0.783 -2.623
H -4.567 -1.407 -1.916
C 2.820 -3.135 0.463
P 2.043 -1.581 1.237
H 3.750 -1.686 2.897
H 2.127 -3.961 0.701
C 3.773 -0.221 0.584
H 4.315 -1.167 0.662
C -1.430 1.031 -3.643
H -2.090 0.725 -4.457
H -0.798 0.190 -3.337
H -0.755 1.791 -4.060
C -3.134 2.764 -2.972
H -2.528 3.505 -3.507
H -3.637 3.273 -2.142
H -3.888 2.369 -3.666
C -4.975 -0.147 -3.610
H -5.660 0.554 -3.114
H -5.588 -0.953 -4.039
H -4.467 0.347 -4.452
C -2.979 -1.697 -3.344
H -3.468 -2.661 -3.543
H -2.082 -1.901 -2.745
H -2.669 -1.305 -4.323
C -4.848 0.650 0.787
H -5.202 -0.327 0.450
H -5.733 1.199 1.145
H -4.175 0.500 1.641
C -3.195 2.466 0.319
H -2.443 1.930 0.912
H -3.754 3.115 1.005
H -2.683 3.111 -0.406
C 4.205 -3.570 0.929
H 4.345 -3.480 2.012
H 5.004 -3.030 0.397
H 4.291 -4.640 0.672
C 2.810 -3.020 -1.061
H 3.736 -2.564 -1.432
C 2.423 -0.276 3.805
H 1.966 -2.457 -1.481
H 2.768 -4.026 -1.503
C 2.029 -2.707 3.765
H 1.357 -0.049 3.842
H 2.753 -0.418 4.844
H 2.933 0.612 3.426
C 2.670 -1.549 3.006
H 2.457 -2.776 4.771
H 2.164 -3.675 3.272
H 0.959 -2.492 3.888
C 4.471 0.729 1.531
H 3.961 1.732 1.667
H 5.462 0.910 1.105
H 4.606 0.286 2.520
C 3.866 0.174 -0.883
H 3.395 -0.538 -1.567
H 4.941 0.212 -1.123
H 3.517 1.228 -1.134
H 0.909 -2.529 1.578
H -2.158 -0.225 -0.834
N -0.761 2.214 3.169
C -1.086 0.889 2.868
C -0.184 0.499 1.911
N 0.671 1.577 1.624
C 0.303 2.590 2.410
H -1.290 2.854 3.777
H -1.893 0.341 3.326
H -0.101 -0.439 1.380
H 0.754 3.575 2.402
*
```

***

The following is a quantum chemistry calculation of an isolated molecule of C4H12N2S at a distorted geometry, from OMol25.

Summary:
- ΔE to the lowest compared entry with this formula, charge and spin (kcal/mol) = 31.44
- HOMO level (eV) = -8.9
- SMILES = NC[C@H](N)CCS

Structure (ORCA input):
```
! RIJCOSX wB97M-V def2-TZVPD def2/J DEFGRID3
* xyz 0 1
N -2.285 -0.098 -1.399
C -0.852 -0.072 -0.860
C -0.438 -0.225 0.572
N -1.420 0.232 1.574
C 0.901 0.515 0.773
C 2.016 0.200 -0.231
S 2.819 -1.398 -0.186
H -2.553 -0.756 -2.120
H -2.515 0.839 -1.743
H -0.257 -0.938 -1.359
H -0.359 0.921 -1.226
H -0.271 -1.300 0.691
H -2.303 0.577 1.199
H -1.872 -0.399 2.202
H 1.207 0.294 1.840
H 0.485 1.551 0.713
H 2.741 0.986 -0.216
H 1.472 0.403 -1.231
H 3.485 -1.332 1.006
*
```

***

The following is a quantum chemistry calculation of a structure of composition C6H12O4 at a distorted geometry, from OMol25.

Summary:
- ΔE to the lowest compared entry with this formula, charge and spin (kcal/mol) = 338.68
- HOMO level (eV) = -9.0

Structure (ORCA input):
```
! RIJCOSX wB97M-V def2-TZVPD def2/J DEFGRID3
* xyz 0 1
C 0.886 -2.111 -0.120
C 1.973 0.031 0.332
C 0.974 0.414 1.419
C -0.484 0.333 0.966
C -0.603 1.233 -0.288
C -1.748 0.530 -1.124
H 0.601 -2.493 0.810
H 1.063 -3.121 -1.102
H 0.196 -0.966 -0.862
H 2.895 0.467 0.294
H 1.142 -0.542 2.145
H 1.045 1.300 2.323
H -0.933 -0.699 0.745
H -1.111 0.600 1.876
H -0.648 2.336 0.316
H -1.168 -0.601 -1.356
H -2.578 0.468 -0.186
H -3.515 1.063 -2.587
O 2.133 -1.273 0.437
O -2.071 1.323 -2.197
O 0.715 1.476 -0.859
O 1.236 0.232 -0.984
*
```